No. 1
Here is a structure of composition C40H45IOPS5W in a non-equilibrium geometry from OMol25. Energies are from wB97M-V/def2-TZVPD.

Last column: Löwdin spin population.
Cartesian coordinates (Å):
W1 10.35 10.48 12.26  1.676
C1 7.67 7.00 11.95  0.002
C2 8.80 7.09 12.91  0.013
S1 10.30 7.96 12.35  0.010
C3 11.32 7.46 13.73  0.000
C4 12.68 8.13 13.71  0.010
S2 12.56 9.94 13.59  0.008
C5 12.24 10.36 15.31  0.004
C6 10.79 10.74 15.73  0.009
S3 9.50 10.22 14.59  0.041
C7 6.54 10.04 13.36  0.004
C8 5.90 9.37 12.17  0.002
S4 7.11 8.54 11.10  0.025
H1 6.86 6.54 12.51  0.001
H2 7.95 6.43 11.11  0.000
H3 9.13 6.05 13.25  -0.001
H4 8.64 7.61 13.86  0.001
H5 11.53 6.39 13.64  -0.001
H6 10.79 7.67 14.65  0.001
H7 13.19 7.82 12.80  0.000
H8 13.23 7.81 14.57  0.000
H9 12.90 11.21 15.57  0.000
H10 12.70 9.54 15.88  0.000
H11 10.74 11.80 15.92  0.002
H12 10.51 10.24 16.69  -0.001
H13 5.79 10.05 14.13  0.000
H14 7.38 9.43 13.66  0.000
H15 5.47 10.07 11.46  0.000
H16 5.07 8.71 12.45  0.001
I1 10.26 13.28 13.06  -0.007
C9 12.22 13.70 13.68  0.006
C10 12.41 14.25 14.92  -0.001
C11 13.54 15.05 15.19  0.001
C12 14.49 15.25 14.25  -0.001
C13 14.29 14.65 12.96  0.000
C14 15.20 15.02 11.94  0.000
C15 15.10 14.49 10.68  0.000
C16 14.16 13.51 10.46  -0.001
C17 13.28 13.05 11.40  -0.002
P1 12.46 11.43 10.85  0.008
C18 13.81 10.22 10.60  0.004
C19 15.15 10.61 10.59  0.000
C20 16.16 9.66 10.40  0.001
C21 15.85 8.32 10.41  0.000
C22 14.55 7.89 10.40  0.000
C23 13.50 8.81 10.54  0.004
C24 11.90 11.96 9.20  0.006
C25 12.44 11.44 8.04  0.001
C26 12.09 11.98 6.83  0.001
C27 11.09 12.95 6.81  -0.001
C28 10.53 13.48 7.99  0.001
C29 10.99 13.00 9.19  0.002
C30 13.23 13.71 12.68  0.001
H17 11.62 14.25 15.65  0.000
H18 13.65 15.44 16.20  0.000
H19 15.26 16.00 14.39  0.000
H20 15.87 15.83 12.24  0.000
H21 15.77 14.88 9.92  0.000
H22 14.23 13.05 9.47  0.000
H23 15.43 11.65 10.66  0.000
H24 17.17 10.02 10.50  0.000
H25 16.62 7.56 10.49  0.000
H26 14.23 6.85 10.46  0.000
H27 12.46 8.47 10.52  0.002
H28 13.23 10.68 8.08  0.000
H29 12.51 11.67 5.88  0.000
H30 10.90 13.41 5.87  0.000
H31 9.81 14.24 7.89  0.000
H32 10.69 13.53 10.08  0.001
C31 5.80 12.86 11.53  0.007
C32 6.01 12.29 12.71  0.011
C33 7.17 11.39 12.98  0.003
C34 8.26 11.26 11.95  0.012
C35 7.88 11.78 10.74  0.016
C36 6.81 12.59 10.54  0.006
H33 4.97 13.49 11.27  0.000
H34 5.25 12.38 13.49  0.000
H35 7.65 11.67 13.94  0.003
H36 8.55 11.73 9.91  0.002
H37 6.62 13.06 9.57  0.000
O1 9.92 9.64 10.38  0.082
S5 10.43 9.32 8.95  0.017
C37 9.05 9.77 7.89  0.003
C38 8.85 8.56 7.01  0.000
C39 8.95 7.36 7.94  0.000
C40 10.25 7.54 8.70  0.003
H38 9.27 10.70 7.45  0.000
H39 8.31 9.82 8.74  0.001
H40 9.60 8.47 6.22  0.000
H41 7.88 8.62 6.42  0.000
H42 8.77 6.40 7.41  0.000
H43 8.03 7.46 8.65  0.000
H44 11.08 7.22 8.04  0.000
H45 10.35 7.06 9.63  0.001

## Properties
2S+1: 3
Relative energy (zero: lowest compared OMol25 entry of this formula, charge and spin) (kJ/mol): 0.0
Frontier orbital gap (spin up / spin down) (eV): 6.56 / 5.93
HOMO (spin up / spin down) (eV): -15.6 / -15.5
⟨S²⟩: 2.02
Net charge: +3
Lowest unoccupied orbital energy (spin up / spin down) (eV): -9.00 / -9.62

***

No. 2
Here is a structure of composition C40H46N3O5Pt in a non-equilibrium geometry from OMol25. Energies are from wB97M-V/def2-TZVPD.

Last column: Mulliken charge in e.
Cartesian coordinates (Å):
Pt1 0.08 0.99 -0.28  1.621
C1 4.05 1.86 2.18  -1.671
C2 3.10 0.68 1.93  1.825
C3 3.00 -0.20 3.17  -2.014
C4 3.54 -0.08 0.69  0.758
C5 4.45 -1.13 0.79  -0.548
C6 4.89 -1.79 -0.34  -1.416
C7 4.43 -1.40 -1.57  -0.951
C8 3.52 -0.35 -1.73  0.769
C9 3.18 -0.01 -3.18  0.162
C10 4.32 0.83 -3.77  -1.545
C11 1.84 0.68 -3.47  -1.186
C12 3.08 0.32 -0.58  -0.720
N1 2.11 1.36 -0.66  1.190
C13 2.43 2.60 -1.01  -0.110
O1 3.54 3.08 -1.26  -0.793
C14 1.20 3.44 -1.14  -0.013
C15 1.20 4.81 -1.30  -0.765
C16 -0.02 5.46 -1.46  -0.536
C17 -1.20 4.72 -1.46  -0.664
C18 -1.12 3.36 -1.28  -0.055
N2 0.06 2.76 -1.14  0.767
C19 -2.32 2.45 -1.24  0.269
O2 -3.41 2.84 -1.66  -0.793
N3 -1.99 1.26 -0.73  0.979
C20 -2.98 0.26 -0.53  -0.574
C21 -2.96 -0.89 -1.33  0.895
C22 -3.97 -1.84 -1.18  -0.770
C23 -4.98 -1.67 -0.24  -1.430
C24 -4.96 -0.56 0.58  -0.508
C25 -3.96 0.40 0.48  0.868
C26 -3.94 1.56 1.47  0.723
C27 -3.90 1.04 2.91  -1.225
C28 -5.13 2.50 1.25  -1.779
C29 -1.88 -1.07 -2.39  2.590
C30 -1.46 -2.52 -2.59  -1.969
C31 -2.34 -0.44 -3.71  -1.692
H1 3.68 2.49 2.99  0.403
H2 4.15 2.47 1.28  0.358
H3 5.04 1.49 2.45  0.325
H4 2.11 1.08 1.73  -0.434
H5 3.98 -0.58 3.49  0.506
H6 2.34 -1.06 3.00  0.400
H7 2.59 0.38 4.00  0.377
H8 4.81 -1.43 1.77  0.306
H9 5.60 -2.62 -0.25  0.377
H10 4.78 -1.92 -2.47  0.451
H11 3.15 -0.97 -3.70  0.728
H12 4.43 1.75 -3.19  0.261
H13 4.11 1.09 -4.81  0.436
H14 5.27 0.29 -3.74  0.407
H15 1.92 1.76 -3.31  0.174
H16 1.03 0.30 -2.85  -0.258
H17 1.58 0.52 -4.52  0.585
H18 2.15 5.33 -1.29  0.552
H19 -0.05 6.54 -1.58  0.412
H20 -2.17 5.17 -1.61  0.538
H21 -3.97 -2.73 -1.80  0.246
H22 -5.78 -2.40 -0.16  0.381
H23 -5.74 -0.44 1.33  0.294
H24 -3.02 2.12 1.29  0.127
H25 -4.81 0.49 3.15  0.308
H26 -3.80 1.88 3.61  0.429
H27 -3.05 0.37 3.05  0.147
H28 -6.08 1.99 1.48  0.332
H29 -5.16 2.83 0.21  0.394
H30 -5.05 3.38 1.90  0.426
H31 -1.01 -0.53 -2.05  -1.403
H32 -2.27 -3.14 -2.99  0.410
H33 -1.13 -2.96 -1.64  0.486
H34 -0.62 -2.57 -3.29  0.400
H35 -3.18 -0.99 -4.13  0.371
H36 -1.52 -0.44 -4.44  0.348
H37 -2.65 0.60 -3.55  0.351
C32 0.46 -5.84 0.27  -0.713
O3 0.03 -5.47 1.57  -0.499
C33 -0.08 -4.14 1.81  1.096
C34 -0.56 -3.79 3.09  -1.183
C35 -0.67 -2.46 3.40  -1.006
C36 -0.37 -1.43 2.48  0.166
C37 -0.53 -0.04 2.89  1.200
C38 -0.51 0.30 4.38  -2.259
O4 -0.69 0.87 2.11  -0.592
C39 0.10 -1.79 1.18  0.308
O5 0.48 -0.98 0.23  -1.045
C40 0.26 -3.17 0.90  -0.235
H38 0.48 -6.93 0.26  0.277
H39 1.45 -5.45 0.06  0.283
H40 -0.24 -5.48 -0.49  0.267
H41 -0.84 -4.57 3.78  0.435
H42 -1.06 -2.20 4.37  0.369
H43 0.26 -0.26 4.91  0.520
H44 -1.48 0.06 4.83  0.412
H45 -0.34 1.36 4.48  0.341
H46 0.64 -3.41 -0.08  0.215

## Properties
2S+1: 1
Frontier orbital gap (eV): 7.54
HOMO (eV): -5.0
Net charge: -1
Lowest unoccupied orbital energy (eV): 2.52